Density functional theory data (ωB97M-V with the def2-TZVPD basis set) for a cluster of 7 separate species, C17H38BBr2F4N4O13 in total in a non-equilibrium geometry.

```
79
Properties=species:S:1:pos:R:3:forces:R:3:lowdin_charge:R:1
N -3.148 0.352 26.923 -0.42 0.11 -1.90 -0.807
O -3.169 0.609 28.046 -1.72 2.50 8.53 -0.018
O -2.178 -0.230 26.565 4.64 -3.47 -4.07 -0.084
O -4.046 0.683 26.179 -2.54 0.59 -2.73 -0.091
N -2.695 8.074 38.077 -0.30 -1.05 -0.19 -0.741
O -2.799 8.397 39.258 -0.30 0.42 2.02 -0.112
O -2.179 8.791 37.269 2.03 3.55 -1.98 -0.068
O -3.093 7.006 37.651 -1.45 -2.81 0.38 -0.079
B -2.178 7.164 29.821 1.30 -1.52 0.64 -1.418
F -3.115 6.306 29.483 -4.51 -1.99 -1.34 0.164
F -1.080 6.271 29.794 2.33 0.84 0.23 0.049
F -2.113 8.146 28.858 0.61 1.59 -0.30 0.104
F -2.425 7.569 31.122 0.33 1.38 0.67 0.101
C -7.790 5.211 32.889 -1.20 0.55 -0.54 -0.116
O -7.447 3.965 32.307 -0.18 0.48 -0.02 -0.144
C -8.594 3.195 31.990 0.89 -0.58 0.76 -0.231
C -8.229 1.799 31.420 0.78 0.28 -1.11 -0.223
N -7.700 0.850 32.361 0.11 -0.29 2.05 -0.074
C -7.606 -0.620 32.037 -1.01 0.64 0.67 -0.143
C -6.933 -1.533 33.152 0.71 1.43 -1.26 -0.222
O -5.588 -1.084 33.279 0.77 -1.43 1.55 -0.177
C -4.943 -1.787 34.395 -0.65 1.33 -0.04 -0.096
H -8.481 5.136 33.729 0.14 -0.60 0.58 0.072
H -8.400 5.795 32.199 -0.06 0.11 -0.62 0.074
H -7.004 5.910 33.174 0.68 -0.94 -0.15 0.098
H -9.361 3.650 31.364 0.58 0.58 -0.99 0.110
H -9.199 3.143 32.896 -0.04 -0.77 0.77 0.103
H -7.429 1.831 30.680 -0.62 0.75 -0.80 0.136
H -9.193 1.458 31.041 -0.23 -0.27 -0.80 0.101
H -8.422 1.049 33.038 0.37 -1.31 1.43 0.088
H -7.165 -0.753 31.049 0.45 0.09 0.25 0.119
H -8.645 -0.931 31.933 -0.28 -0.71 -0.12 0.090
H -6.857 -2.600 32.945 -0.53 -0.20 -0.92 0.104
H -7.495 -1.530 34.086 -0.06 0.72 0.40 0.101
H -4.907 -2.877 34.403 -0.49 -0.28 -0.81 0.070
H -5.501 -1.485 35.281 0.01 -0.08 0.34 0.075
H -3.909 -1.486 34.562 -0.13 0.49 -0.60 0.084
C 2.890 4.193 33.967 -1.32 -0.42 -1.09 -0.092
O 2.278 2.929 34.445 2.61 1.42 -0.84 -0.185
C 3.312 1.897 34.694 -1.96 1.34 0.09 -0.210
C 3.416 0.839 33.563 -0.14 1.18 3.80 -0.203
N 2.166 0.078 33.699 1.15 -0.57 -3.23 -0.042
C 2.258 -1.072 32.720 -2.21 0.45 2.22 -0.175
C 3.059 -2.262 33.218 0.20 0.22 -1.46 -0.240
O 4.372 -2.071 32.737 1.88 -1.32 -0.17 -0.194
C 5.357 -3.058 33.116 -0.39 1.00 2.24 -0.107
H 2.472 4.532 33.019 -0.36 -0.96 -0.64 0.076
H 3.953 4.125 33.737 0.14 -0.11 0.70 0.069
H 2.578 5.104 34.478 0.44 -0.48 1.38 0.078
H 2.840 1.527 35.604 0.49 -1.04 0.06 0.107
H 4.250 2.351 35.014 0.21 0.13 -0.38 0.101
H 4.242 0.218 33.911 0.59 -0.16 -0.49 0.098
H 3.707 1.375 32.659 -0.81 -0.56 -0.45 0.129
H 2.114 -0.311 34.630 0.11 0.12 0.14 0.092
H 2.471 -0.691 31.721 0.36 -0.28 0.19 0.131
H 1.234 -1.443 32.718 -0.24 -0.07 -0.48 0.109
H 2.608 -3.149 32.773 0.15 -0.42 -0.18 0.113
H 2.973 -2.404 34.295 0.29 0.30 0.35 0.119
H 6.387 -2.840 32.837 -0.45 0.06 -1.41 0.080
H 5.092 -4.115 33.117 -0.33 -0.04 -1.14 0.079
H 5.543 -2.937 34.183 -0.39 0.18 0.79 0.066
Br 4.964 8.990 27.927 -0.13 1.22 -0.22 0.578
C 4.544 10.957 27.919 -0.62 -0.56 0.27 -0.641
C 5.410 11.647 28.938 0.82 0.27 0.96 -0.704
Br 4.588 13.270 29.716 0.15 0.01 -0.68 0.569
H 3.477 11.042 28.122 0.17 -0.29 0.41 0.051
H 4.646 11.379 26.919 0.50 -0.34 0.03 0.060
H 6.408 11.855 28.555 -0.25 0.54 -0.31 0.056
H 5.651 11.172 29.889 -0.65 -0.86 -0.46 0.030
C -3.723 13.745 33.208 0.57 -1.12 -0.87 -0.089
C -3.935 13.669 31.700 0.57 -2.83 0.10 -0.169
O -4.606 14.811 31.370 -0.86 2.54 0.64 0.062
C -4.374 15.719 32.363 -1.87 3.99 -1.15 -0.502
O -4.759 16.913 32.275 1.62 -4.30 0.61 0.069
O -3.723 15.169 33.394 -0.09 -0.02 0.27 0.077
H -2.809 13.202 33.447 0.48 0.91 0.25 0.138
H -4.451 13.206 33.814 -0.61 0.66 -0.10 0.135
H -4.512 12.785 31.431 -0.11 0.08 -0.04 0.142
H -3.019 13.619 31.111 0.31 0.01 0.29 0.137
```
Positions in Å, forces in eV/Å.

For the LUMO energy, the calculation gives 0.150 Eh. As for the total energy: -202446.12543 eV. The calculation puts the HOMO-LUMO gap at 4.458 eV. The total charge is -3. The HOMO energy comes out at -0.390 eV.


Density functional theory data (ωB97M-V with the def2-TZVPD basis set) for the molecule C3H6N2O in a non-equilibrium geometry.

```
12
Properties=species:S:1:pos:R:3:forces:R:3:lowdin_charge:R:1
C -0.567 2.273 -0.737 2.10 -6.06 -1.76 0.014
N -0.504 0.931 -0.621 -0.49 1.78 -0.37 -0.107
N -0.967 0.312 0.627 2.59 -0.57 2.74 0.002
C -0.233 -0.734 1.184 -2.99 4.34 -4.72 -0.068
C 0.652 -1.510 0.263 -2.33 -1.52 0.86 -0.314
O 0.312 -1.475 -1.102 0.77 1.74 -1.51 -0.141
H -0.084 2.678 -1.697 -1.19 -0.54 1.64 0.094
H -0.750 2.793 0.121 -0.90 1.97 2.00 0.017
H -0.295 -0.940 2.261 -0.62 0.00 -0.60 0.108
H 1.549 -1.215 0.689 3.10 0.73 -0.51 0.081
H 0.601 -2.588 0.668 -0.15 1.16 -1.15 0.147
H 0.286 -0.524 -1.657 0.10 -3.01 3.39 0.166
```
Positions in Å, forces in eV/Å.

For the LUMO energy, the calculation gives 0.007 Eh. As for the total energy: -8231.33129 eV. The structure (SMILES) is C=N/N=C\CO. The calculation puts the HOMO-LUMO gap at 8.914 eV. The total charge is 0. The HOMO energy comes out at -8.731 eV. The energy above the lowest of the compared OMol25 structures with the same formula, charge and spin comes out at 123.8 kcal/mol.


Density functional theory data (ωB97M-V with the def2-TZVPD basis set) for a structure of composition C16H27N2Nd in a non-equilibrium geometry.

```
46
Properties=species:S:1:pos:R:3:forces:R:3:lowdin_charge:R:1
C 0.822 -2.176 1.379 -0.04 1.07 -0.30 -0.311
H 1.144 -2.103 2.430 0.14 -0.27 -0.20 0.051
H 0.294 -3.111 1.179 0.05 0.24 0.11 0.056
H -0.200 2.608 0.343 -0.08 0.22 -0.01 0.140
C 1.954 -1.915 0.389 0.18 -0.90 0.43 -0.443
H 1.553 -1.796 -0.637 -0.04 0.03 0.01 0.073
H 2.482 -0.959 0.619 0.15 0.03 0.05 0.065
C 3.043 -3.015 0.339 0.13 0.41 -0.19 -0.069
H 3.747 -2.811 -0.474 -0.02 -0.11 0.11 0.081
H 3.602 -3.040 1.279 -0.17 -0.04 -0.13 0.088
H 2.592 -3.999 0.172 0.01 0.26 0.05 0.091
C -1.353 1.035 -1.118 -0.08 -0.60 0.42 -0.343
C -0.686 -0.113 -1.663 -0.89 -0.04 0.65 -0.333
C -1.205 -1.268 -1.001 -0.30 0.57 0.23 -0.300
C -2.090 -0.830 0.039 0.50 0.31 -0.85 -0.326
C -2.185 0.595 -0.031 0.43 -0.53 -0.80 -0.343
C -2.953 1.444 0.927 -0.27 0.27 0.00 -0.030
C -2.716 -1.715 1.062 -0.30 -0.10 0.35 -0.012
C -0.966 -2.684 -1.392 0.19 -0.46 -0.14 -0.004
C 0.286 -0.086 -2.794 0.14 -0.11 -0.45 -0.022
C -1.347 2.379 -1.775 0.13 0.46 -0.03 -0.031
Nd 0.182 0.061 0.766 -0.76 -3.41 0.87 1.821
H -3.460 -1.164 1.650 0.07 -0.23 -0.15 0.089
H -3.214 -2.568 0.579 0.11 0.22 0.21 0.106
H -1.975 -2.131 1.768 -0.21 0.06 -0.23 0.083
H -2.506 1.455 1.942 -0.17 -0.04 -0.11 0.083
H -3.009 2.487 0.581 -0.09 -0.29 0.14 0.084
H -3.981 1.060 1.034 0.38 0.27 0.11 0.111
H -0.330 2.790 -1.879 -0.19 0.07 -0.16 0.078
H -1.762 2.311 -2.796 0.16 0.07 0.43 0.118
H -1.956 3.110 -1.223 0.13 -0.12 -0.19 0.087
H 0.827 -1.038 -2.871 -0.12 0.26 -0.06 0.089
H -0.226 0.090 -3.755 0.23 -0.03 0.27 0.114
H 1.034 0.714 -2.672 -0.16 -0.15 -0.17 0.074
H -0.117 -3.135 -0.864 -0.25 -0.02 -0.18 0.068
H -1.853 -3.295 -1.169 0.30 0.16 -0.12 0.104
H -0.758 -2.755 -2.469 -0.14 -0.04 0.30 0.103
N 0.927 3.206 1.985 0.53 -0.23 -0.17 0.123
C 2.247 3.293 2.167 -0.48 0.29 0.00 0.045
C 2.866 2.679 1.089 0.52 -0.60 -0.78 0.038
C 1.883 2.184 0.249 -0.22 1.60 1.06 -0.069
N 0.676 2.479 0.866 0.52 1.57 -0.73 -0.095
H 0.177 3.545 2.579 -0.04 0.00 -0.03 0.212
H 2.672 3.807 3.017 -0.05 -0.08 0.05 0.169
H 3.926 2.598 0.917 0.05 0.04 0.07 0.146
H 1.913 1.778 -0.763 -0.02 -0.09 0.24 0.143
```
Positions in Å, forces in eV/Å.

For the LUMO energy (spin up / spin down), the calculation gives -0.317 / -0.317 Eh. As for the total energy: -35268.79216 eV. As for the expectation value of S²: 3.766. The calculation puts the HOMO-LUMO gap (spin up / spin down) at 5.136 / 5.267 eV. The total charge is +2. As for the multiplicity: 4. The HOMO energy (spin up / spin down) comes out at -13.773 / -13.887 eV. The energy above the lowest of the compared OMol25 structures with the same formula, charge and spin comes out at 0.0 kcal/mol.


Density functional theory data (ωB97M-V with the def2-TZVPD basis set) for a cluster of 16 separate species, C12H56O16 in total in a non-equilibrium geometry.

```
84
Properties=species:S:1:pos:R:3:forces:R:3:lowdin_charge:R:1
C 9.217 8.528 9.531 -0.76 -0.32 0.38 -0.066
C 8.560 7.157 9.667 2.11 1.01 0.80 -0.354
O 7.667 6.990 8.644 -1.30 -0.60 -1.35 -0.056
H 9.521 8.689 8.497 0.00 0.07 0.04 0.070
H 10.082 8.579 10.192 -0.01 0.18 0.01 0.059
H 8.451 9.242 9.835 0.31 0.49 -0.18 0.065
H 8.035 7.091 10.620 0.29 -0.18 0.35 0.104
H 9.391 6.456 9.590 -0.16 -0.60 0.38 0.093
H 7.333 6.100 8.777 -0.40 -0.07 -0.42 0.092
C 12.138 7.372 7.264 -0.87 -1.00 0.49 -0.065
C 11.372 6.154 6.710 0.83 0.21 -1.08 -0.300
O 11.992 4.957 7.147 0.36 -0.49 0.87 -0.096
H 13.205 7.229 7.093 -0.07 0.02 -0.22 0.077
H 11.992 7.400 8.343 0.00 0.27 0.09 0.051
H 11.785 8.296 6.807 0.05 -0.06 0.05 0.075
H 11.533 6.156 5.632 -0.42 0.31 -0.35 0.103
H 10.306 6.026 6.902 -0.14 0.95 0.26 0.111
H 11.445 4.239 6.821 0.13 -0.23 -0.01 0.093
C 18.316 11.116 9.865 1.13 -1.03 0.47 -0.071
C 17.889 10.070 10.896 0.70 0.44 -0.34 -0.330
O 16.498 10.140 10.923 -1.66 -0.25 0.90 -0.101
H 19.401 11.162 9.780 0.11 0.02 -0.09 0.072
H 17.970 12.109 10.154 -0.29 -0.20 -0.23 0.080
H 17.930 10.737 8.919 -0.10 0.60 -0.20 0.075
H 18.261 10.244 11.905 -0.07 0.46 0.04 0.113
H 18.189 9.040 10.702 0.36 0.01 -0.54 0.120
H 16.128 9.698 10.155 0.01 -0.06 -0.04 0.099
C 9.341 9.826 12.993 0.74 0.16 -0.76 -0.072
C 8.058 10.571 12.669 1.75 0.71 1.31 -0.335
O 7.001 9.907 13.231 -2.65 -1.56 0.30 -0.068
H 10.158 10.283 12.434 0.25 0.36 0.31 0.060
H 9.442 8.785 12.685 -0.73 -0.13 -0.12 0.056
H 9.555 9.844 14.062 0.03 0.22 -0.13 0.075
H 7.924 10.862 11.627 0.02 -0.18 -0.16 0.105
H 8.015 11.425 13.344 1.35 1.21 -0.93 0.113
H 6.467 10.630 13.567 -0.66 -0.68 0.12 0.089
C 13.118 8.530 11.744 0.56 -0.29 0.51 -0.042
C 12.396 7.482 12.577 -0.91 -1.82 -0.84 -0.305
O 12.066 7.838 13.880 0.47 2.54 0.99 -0.105
H 12.726 9.536 11.893 0.21 0.00 0.26 0.052
H 13.105 8.381 10.664 -0.52 -0.56 0.01 0.070
H 14.170 8.413 12.002 0.13 0.83 0.18 0.054
H 12.957 6.556 12.696 0.40 -0.03 -0.75 0.096
H 11.456 7.188 12.110 -0.16 0.00 -0.58 0.096
H 11.744 7.112 14.418 -0.36 -0.76 0.06 0.042
C 7.796 6.666 13.898 0.52 -0.39 0.28 -0.043
C 8.232 7.455 15.163 -0.15 0.69 -0.13 -0.277
O 8.434 6.619 16.296 -0.70 -0.66 0.24 -0.093
H 7.923 7.141 12.925 -0.27 0.59 0.38 0.045
H 6.773 6.300 13.993 -0.30 0.49 0.05 0.077
H 8.332 5.728 13.750 0.55 -0.01 0.48 0.062
H 7.495 8.197 15.470 -0.33 0.05 -0.48 0.108
H 9.167 8.015 15.188 0.10 -0.14 -1.08 0.091
H 7.626 6.105 16.363 0.02 -0.39 0.38 0.101
O 11.356 4.796 10.081 -0.50 0.13 0.12 -0.055
H 12.235 4.906 10.444 0.86 0.02 0.03 0.001
H 11.488 4.775 9.134 0.22 0.02 -0.55 0.008
O 16.172 9.108 13.643 0.25 -0.57 0.32 -0.044
H 15.822 9.919 14.014 -0.31 0.12 0.19 0.049
H 16.471 9.354 12.767 -0.15 0.25 -0.55 -0.017
O 11.784 8.682 16.624 -0.12 -0.35 0.43 -0.047
H 12.010 8.862 15.711 0.12 0.10 -0.30 -0.024
H 11.268 9.440 16.897 -0.03 0.22 0.06 0.036
O 12.623 10.669 14.385 0.32 0.29 0.56 -0.052
H 12.510 9.775 14.063 -0.06 -0.56 -0.17 -0.022
H 12.426 11.223 13.629 -0.29 0.21 -0.20 -0.023
O 10.698 5.798 15.297 1.06 -0.19 -0.65 -0.034
H 9.887 6.077 15.723 -0.72 0.11 0.57 -0.014
H 11.218 5.411 16.002 0.18 -0.12 0.04 0.065
O 12.173 12.049 11.967 -0.02 0.01 -0.03 -0.041
H 11.685 12.447 11.246 -0.27 0.08 -0.13 0.057
H 13.087 12.271 11.788 0.37 0.05 -0.05 0.057
O 16.386 6.182 12.545 -0.09 -0.14 -0.35 -0.035
H 16.275 6.999 13.031 -0.08 0.64 0.29 0.006
H 16.529 5.519 13.220 0.09 -0.30 0.14 0.046
O 14.050 4.729 14.631 0.10 -0.17 -0.26 -0.036
H 13.851 4.562 15.552 -0.06 -0.10 0.23 0.036
H 14.496 5.576 14.631 0.02 0.36 -0.01 0.022
O 10.659 4.464 12.710 -0.13 -0.17 0.20 -0.055
H 11.001 4.837 11.897 -0.24 -0.13 -0.43 -0.034
H 10.435 5.224 13.247 0.09 0.03 0.52 -0.024
O 14.184 4.896 11.058 -0.48 -0.15 -0.49 -0.042
H 14.297 4.149 11.646 -0.07 -0.20 0.25 0.049
H 14.842 5.529 11.345 0.41 0.31 0.27 -0.002
```
Positions in Å, forces in eV/Å.

For the LUMO energy, the calculation gives 0.004 Eh. As for the total energy: -46110.67691 eV. The calculation puts the HOMO-LUMO gap at 9.762 eV. The total charge is 0. The HOMO energy comes out at -9.644 eV. The energy above the lowest of the compared OMol25 structures with the same formula, charge and spin comes out at 39.7 kcal/mol.


Q: Which formula does entry 4 have?
A: C12H56O16